1.
ORCA calculation (ωB97M-V with the def2-TZVPD basis set) on a structure of composition C6H6N2O3.

Values from the calculation:
ΔE to the lowest compared entry with this formula, charge and spin: 111.1 kcal/mol
spin multiplicity: 1
charge: 0
Kohn-Sham gap (spin up / spin down): 7.9 / 7.9 eV

Atoms and positions in Å:
O -2.3798 1.9710 0.7582
O -2.9580 -1.8799 -0.0885
O -2.8090 1.0805 -1.1484
N -2.2722 1.1064 -0.0787
N -0.7636 -0.2991 -1.4463
C 0.4313 0.1969 -1.5613
C 0.7215 0.9352 0.7290
C -1.4630 -0.0707 0.3728
C -0.3517 0.2070 1.1987
C 1.0305 1.0394 -0.6247
C -2.2967 -1.2600 0.6925
H -1.0337 -1.1299 -1.9555
H -0.2873 -0.2771 2.1620
H 1.4517 1.2936 1.4409
H 1.0360 -0.1013 -2.4163
H -2.2068 -1.5587 1.7543
H 1.9335 1.5537 -0.9132

Table of natural (NBO) atomic charges, one value per atom, all in e: number 1, O, carries -0.364; number 2, O, carries -0.473; number 3, O, carries -0.331; number 4, N, carries 0.503; number 5, N, carries -0.533; number 6, C, carries 0.090; number 7, C, carries -0.116; number 8, C, carries 0.105; number 9, C, carries -0.338; number 10, C, carries -0.345; number 11, C, carries 0.393; number 12, H, carries 0.399; number 13, H, carries 0.229; number 14, H, carries 0.220; number 15, H, carries 0.207; number 16, H, carries 0.129; number 17, H, carries 0.225


2.
ORCA calculation (ωB97M-V with the def2-TZVPD basis set) on a cluster of 7 separate species, C29H51F5NO26PS in total.

Values from the calculation:
structure (SMILES): CCC(=O)OCC[C@@]1(S(=O)(=O)C(F)(F)C(F)(F)F)C[C@@H](P(=N)(O)O)C(=O)O1.COC(=O)OC.COC(=O)OC.COC(=O)OC.COC(=O)OC.COC(=O)OC.COC(=O)OC
spin multiplicity: 1
charge: 0
Kohn-Sham gap: 8.8 eV

Atoms and positions in Å:
S -1.6234 -3.8059 -5.3671
P 3.5191 -4.2979 -4.8090
F -3.9488 -3.8053 -2.0537
F -1.5021 -3.4511 -2.7196
F -4.8269 -2.7255 -3.8415
F -2.4902 -1.6799 -3.8162
F -4.1005 -4.9498 -4.0107
O -1.1225 -5.1993 -5.0122
O -9.0573 6.2842 9.6776
O -8.7813 4.9693 7.9681
O 6.9407 -3.5757 2.6894
O -5.0452 2.5617 -1.0423
O 0.2671 -1.8760 -4.8403
O 1.0769 1.4138 1.3697
O -2.6495 -4.0160 -6.4708
O -6.4487 4.1593 -0.2393
O 0.4530 2.2706 -5.5876
O -7.0048 6.1786 8.7064
O 10.2024 -0.9386 -2.6766
O 8.1906 -1.3171 -3.6660
O -0.1597 -0.0918 0.4054
O 2.6299 -1.3086 -4.6506
O -1.0195 0.5463 -6.0240
O 3.5066 -5.9883 -4.5529
O 5.1074 -4.5317 3.3631
O 4.5075 -3.8177 -6.1143
O -0.2141 0.0718 2.6719
O -5.1293 2.8887 1.1062
O 7.0065 -4.8495 4.5706
O -3.4161 2.5423 4.9924
O -3.6860 3.8589 6.7019
O -1.6351 3.7483 5.7280
O 8.5663 -1.6847 -1.4545
N 4.1411 -3.6734 -3.4569
C 6.4127 -4.3685 3.6372
C 1.6996 -2.1132 -4.7646
C -5.6260 3.2926 -0.0753
C -2.5807 1.9870 3.9761
C -1.1034 -1.1586 0.4897
C -8.5338 7.2289 10.6093
C -3.1597 4.8036 7.6334
C 1.7298 -3.7262 -4.9460
C 8.3336 -3.3140 2.8544
C -3.8435 -3.6777 -3.4601
C -8.1624 5.8450 8.7768
C -2.7932 3.4173 5.8002
C 10.7095 -0.5158 -3.9410
C 1.4094 1.1989 -3.0485
C -5.6603 3.5839 2.2340
C -0.2072 1.3064 -5.1273
C 1.5420 2.0620 2.5534
C -0.1220 1.0415 -3.5359
C 8.9124 -1.3139 -2.6980
C -0.1710 -0.2014 -6.9675
C 4.4132 -5.3585 4.2954
C -2.3796 -3.1090 -3.8056
C -0.7657 -1.7050 -7.0828
C -7.9432 4.4170 6.9536
C 0.9734 -3.7530 -6.3645
C 0.1929 0.4281 1.5930
C -0.2095 -2.7057 -5.9558
C 7.2102 -2.1111 -1.3287
C -5.4810 2.8853 -2.3616
H 10.6606 -1.3298 -4.6677
H -1.7539 1.4282 4.4188
H -2.3559 4.3569 8.2228
H 2.0617 1.3534 3.2020
H 4.8321 -6.3672 4.3026
H 0.9346 -0.1816 -6.6747
H 3.3722 -5.4193 3.9760
H 4.4428 -4.9206 5.2956
H -0.6041 -2.1658 -8.1246
H -2.2066 2.7716 3.3139
H 2.2479 2.8371 2.2534
H -0.5775 0.0217 -3.2537
H 7.0226 -2.9882 -1.9521
H 3.4151 -6.1124 -3.5717
H 8.5196 -2.7948 3.7971
H -8.5460 3.7265 6.3629
H -2.0373 -0.8128 0.9384
H 6.5256 -1.2999 -1.5864
H -5.4261 4.6493 2.1755
H 2.1292 1.2904 -3.9328
H -0.6891 -1.9959 1.0558
H 10.1634 0.3583 -4.3026
H 1.1120 -4.2545 -4.1374
H -0.7216 1.9050 -3.0600
H 7.0404 -2.3868 -0.2871
H -8.1836 8.1257 10.0934
H -5.2400 3.9227 -2.6036
H 1.6371 -3.2769 -7.1626
H 1.6557 0.3194 -2.3650
H 11.7550 -0.2375 -3.8045
H 5.0256 -3.0149 -5.8833
H -4.9483 2.2359 -3.0572
H -0.3119 0.3289 -7.9791
H 1.4971 2.1969 -2.4737
H -3.1844 1.2974 3.3849
H -7.5696 5.2023 6.2925
H -7.1153 3.8601 7.3980
H -6.7389 3.4291 2.3103
H -2.8084 5.6996 7.1169
H 8.6514 -2.6669 2.0360
H 8.9087 -4.2412 2.8041
H -6.5524 2.7023 -2.4694
H 0.7134 2.5361 3.0846
H 4.9641 -3.0926 -3.6653
H -1.8989 -1.5876 -6.8812
H -1.3135 -1.4988 -0.5253
H -9.3411 7.5126 11.2853
H -5.1894 3.1768 3.1298
H -7.7295 6.7835 11.1991
H 0.6701 -4.7480 -6.8270
H -3.9655 5.0902 8.3104

Here are the Mulliken charges for atoms 1 to 99, given in e: number 1, S, carries 1.038; number 2, P, carries 0.957; number 3, F, carries -0.228; number 4, F, carries -0.269; number 5, F, carries -0.219; number 6, F, carries -0.194; number 7, F, carries -0.192; number 8, O, carries -0.653; number 9, O, carries -0.323; number 10, O, carries -0.304; number 11, O, carries -0.217; number 12, O, carries -0.192; number 13, O, carries 0.328; number 14, O, carries -0.284; number 15, O, carries -0.631; number 16, O, carries -0.541; number 17, O, carries -0.556; number 18, O, carries -0.534; number 19, O, carries -0.321; number 20, O, carries -0.543; number 21, O, carries -0.151; number 22, O, carries -0.468; number 23, O, carries -0.360; number 24, O, carries -0.600; number 25, O, carries -0.276; number 26, O, carries -0.570; number 27, O, carries -0.579; number 28, O, carries -0.232; number 29, O, carries -0.535; number 30, O, carries -0.336; number 31, O, carries -0.285; number 32, O, carries -0.559; number 33, O, carries -0.265; number 34, N, carries -0.720; number 35, C, carries 0.716; number 36, C, carries -0.125; number 37, C, carries 0.674; number 38, C, carries -0.734; number 39, C, carries -0.352; number 40, C, carries -0.616; number 41, C, carries -0.628; number 42, C, carries 0.437; number 43, C, carries -0.618; number 44, C, carries 0.536; number 45, C, carries 0.777; number 46, C, carries 0.733; number 47, C, carries -0.619; number 48, C, carries -1.012; number 49, C, carries -0.597; number 50, C, carries 0.297; number 51, C, carries -0.534; number 52, C, carries 0.525; number 53, C, carries 0.769; number 54, C, carries -0.490; number 55, C, carries -0.635; number 56, C, carries 0.723; number 57, C, carries -0.854; number 58, C, carries -0.562; number 59, C, carries -0.881; number 60, C, carries 0.737; number 61, C, carries 0.107; number 62, C, carries -0.563; number 63, C, carries -0.631; number 64, H, carries 0.288; number 65, H, carries 0.439; number 66, H, carries 0.308; number 67, H, carries 0.296; number 68, H, carries 0.289; number 69, H, carries 0.207; number 70, H, carries 0.214; number 71, H, carries 0.292; number 72, H, carries 0.384; number 73, H, carries 0.307; number 74, H, carries 0.221; number 75, H, carries -0.374; number 76, H, carries 0.283; number 77, H, carries 0.376; number 78, H, carries 0.297; number 79, H, carries 0.237; number 80, H, carries 0.288; number 81, H, carries 0.297; number 82, H, carries 0.330; number 83, H, carries 0.276; number 84, H, carries 0.332; number 85, H, carries 0.290; number 86, H, carries 0.143; number 87, H, carries 0.443; number 88, H, carries 0.145; number 89, H, carries 0.288; number 90, H, carries 0.301; number 91, H, carries 0.461; number 92, H, carries 0.240; number 93, H, carries 0.220; number 94, H, carries 0.335; number 95, H, carries 0.163; number 96, H, carries 0.435; number 97, H, carries 0.303; number 98, H, carries 0.259; number 99, H, carries 0.273